This record from the Open Molecules 2025 dataset describes the ion C2H3IN with charge +1. The level of theory is ωB97M-V/def2-TZVPD.

Geometry as XYZ:
```
7
Properties=species:S:1:pos:R:3:forces:R:3:mulliken_charge:R:1
C -1.3042 -0.5409 0.0439 2.84 0.69 1.45 -0.08
C 0.9340 0.6357 0.0530 0.68 -1.75 -0.05 -0.18
N -0.1496 0.0381 0.2730 -2.40 -0.85 -0.62 -0.09
I 2.9260 -0.0200 0.1302 -0.87 -0.27 0.33 0.37
H -1.3749 -0.9125 -0.9776 -0.49 -0.08 0.16 0.28
H -2.0486 -0.7839 0.8710 1.10 0.70 -1.16 0.29
H 1.0174 1.5836 -0.3935 -0.86 1.54 -0.11 0.42
```
Forces are in eV/Å.

As for the charge: +1. Its structure (SMILES) is C=[N+]=CI. For the energy above the lowest of the compared OMol25 structures with the same formula, charge and spin, the calculation gives 13.00 kcal per mole.

This record from the Open Molecules 2025 dataset describes the molecule C5H8INO2. The level of theory is ωB97M-V/def2-TZVPD.

Geometry as XYZ:
```
17
Properties=species:S:1:pos:R:3:forces:R:3:mulliken_charge:R:1
C 1.4410 -1.9549 -0.1835 -1.08 -0.79 1.30 0.80
C -0.9283 0.0128 -0.5668 1.46 1.64 -0.67 -0.61
C 0.5156 0.1994 -1.1379 0.04 -2.76 -1.84 -1.12
C -0.8183 0.6109 0.8362 -2.42 -2.36 1.58 -0.53
C 1.5849 -0.5035 -0.3547 -2.15 1.10 1.45 -0.09
N 0.2867 0.2054 1.6226 1.45 -0.20 -1.30 -0.47
O 2.3056 -2.6023 0.6306 2.37 -0.04 1.23 -0.52
O 0.4449 -2.5570 -0.5714 1.83 0.66 0.07 -0.56
I 3.4048 0.3858 0.0095 0.06 0.11 -0.12 0.19
H -1.6012 0.7683 -1.0695 0.27 -1.64 -0.10 0.30
H -1.1089 -1.0402 -0.5652 -0.96 -0.33 -0.25 0.44
H 0.6407 -0.0727 -2.2647 -0.61 -0.36 1.74 0.32
H 0.7342 1.1874 -1.2261 0.69 3.14 0.36 0.61
H -0.8347 1.6379 0.6751 0.25 2.08 0.08 0.42
H -1.8443 0.3320 1.3689 1.85 0.53 -0.84 0.26
H 0.0534 -0.5895 2.2174 0.10 -0.38 -0.56 0.24
H 3.1675 -2.2006 1.0988 -3.15 -0.39 -2.13 0.30
```
Forces are in eV/Å.

As for the charge: 0. For the energy above the lowest of the compared OMol25 structures with the same formula, charge and spin, the calculation gives 79.76 kcal per mole.

This record from the Open Molecules 2025 dataset describes a structure of composition C25H42Cl3N4O3SiSn. The level of theory is ωB97M-V/def2-TZVPD.

Geometry as XYZ:
```
79
Properties=species:S:1:pos:R:3:forces:R:3:mulliken_charge:R:1
C -1.6169 -1.1518 -4.3831 -0.56 -0.16 -0.06 -1.44
C -0.2024 -0.7220 -4.2669 1.36 0.73 -0.21 0.27
H -2.0295 -0.9364 -5.3679 -0.07 -0.06 0.07 0.46
H -2.2497 -0.6778 -3.6205 0.26 -0.11 -0.12 0.00
H -1.6847 -2.2337 -4.2255 -0.04 0.04 0.05 0.31
C 0.4808 -0.0530 -5.2100 -0.25 -0.55 0.01 0.22
C -0.0651 0.3181 -6.5583 0.07 0.25 -0.26 -1.55
H 1.5390 0.1863 -5.0582 -0.39 -0.07 0.08 0.40
H -1.1629 0.3068 -6.5923 0.38 0.05 -0.04 0.38
H 0.3117 -0.3649 -7.3376 -0.13 0.18 0.13 0.26
H 0.2781 1.3287 -6.8309 -0.17 -0.22 -0.02 0.33
Sn -0.5812 -0.2318 0.0100 -0.43 0.31 0.69 1.57
Cl -0.4791 -2.6234 0.0593 0.17 -1.49 -0.01 -0.56
Cl -2.7678 0.6849 0.1634 -1.72 0.43 0.02 -0.45
C 2.5478 -0.7920 0.3433 -1.93 1.68 0.04 -0.23
O 1.5645 0.0090 0.3530 3.05 -1.41 0.22 -0.64
N 3.7707 -0.3588 0.6096 0.47 0.08 -0.06 0.54
C 4.0486 1.0351 0.9770 0.12 -0.33 -0.14 -0.87
C 4.9240 -1.2242 0.4282 -0.12 -0.06 0.17 -1.04
H 2.4134 -1.8606 0.1186 0.09 0.24 0.04 0.33
H 3.1405 1.5487 1.2918 0.02 -0.23 -0.07 0.13
H 4.5081 1.5672 0.1337 -0.16 -0.11 0.05 0.21
H 4.7740 1.0228 1.7965 -0.14 0.04 -0.02 0.43
H 4.5748 -2.2139 0.1112 0.19 0.24 0.07 0.28
H 5.4709 -1.3052 1.3745 -0.02 -0.08 -0.13 0.38
H 5.5903 -0.8130 -0.3393 -0.14 -0.11 0.10 0.36
H -1.5640 1.8988 -3.0559 0.04 0.14 0.35 0.14
H 1.1149 2.9484 -3.8058 -0.11 0.21 0.09 0.26
C -1.4575 2.7976 -2.4292 0.01 -0.16 -0.31 -0.94
C 0.7745 3.6530 -3.0297 -0.05 -0.29 0.09 -1.00
N -0.0609 2.9846 -2.0430 -0.11 0.66 -1.00 0.52
H -2.1175 2.7182 -1.5638 0.27 -0.13 0.00 0.25
C 0.4671 2.5833 -0.8940 -0.44 -0.60 1.82 -0.22
O -0.1764 1.9807 0.0077 0.98 1.36 -1.15 -0.38
H 1.6454 4.0806 -2.5233 -0.07 0.01 -0.20 0.30
H 1.5394 2.8315 -0.7397 -0.42 -0.10 -0.23 0.27
H -1.7397 3.6664 -3.0394 -0.04 -0.10 0.22 0.41
H 0.1895 4.4466 -3.5122 0.26 -0.10 0.15 0.37
O -0.3612 -0.1383 -2.0575 0.72 0.39 -0.66 -0.39
C 0.3956 -0.9750 -2.8916 -0.57 0.04 0.63 -0.27
C 2.5366 0.4636 -2.7162 0.25 -0.16 -0.14 1.03
C 1.9224 -0.7896 -2.7913 -0.56 -0.38 -0.49 0.02
H 1.9157 1.3553 -2.6094 0.21 -0.41 -0.01 -0.12
C 3.9302 0.5669 -2.8417 -0.22 0.23 0.16 -0.84
H 0.1511 -2.0264 -2.6310 0.42 0.11 -0.06 0.46
C 2.7167 -1.9356 -2.9331 0.05 0.32 -0.11 -0.29
H 4.4071 1.5552 -2.8291 -0.21 -0.37 0.03 0.39
C 4.7153 -0.5713 -3.0130 -0.05 -0.22 -0.09 -0.63
C 4.1025 -1.8267 -3.0565 -0.12 -0.15 0.05 -0.71
H 2.2115 -2.9055 -2.9968 0.27 0.30 0.04 0.42
H 5.7983 -0.4939 -3.1375 -0.32 0.04 0.06 0.40
H 4.6919 -2.7339 -3.2158 -0.08 0.33 0.10 0.34
Si -5.7984 -0.5040 -0.1729 -0.15 0.04 0.38 0.64
Cl -4.7105 -0.7954 -1.9573 -0.79 0.02 0.16 -0.28
C -5.9013 1.2832 0.4167 0.12 0.14 -0.18 -0.93
C -5.1927 -1.7643 1.0756 0.06 0.13 -0.11 -0.56
C -7.6415 -0.8865 -0.3964 -0.01 -0.17 -0.31 -1.11
H -5.0135 1.8884 0.2184 -0.16 -0.19 0.08 0.23
H -6.0769 1.2847 1.5010 0.08 -0.06 -0.14 0.30
H -6.7691 1.7620 -0.0553 0.11 -0.09 0.04 0.34
H -8.1550 -0.0871 -0.9412 0.09 -0.11 -0.02 0.30
H -8.1206 -0.9557 0.5921 0.23 0.04 -0.13 0.29
H -7.8269 -1.8299 -0.9164 0.00 0.02 0.02 0.30
H -4.1095 -1.7302 1.2332 -0.24 0.05 -0.02 -0.06
H -5.4777 -2.7695 0.7399 0.07 0.14 0.03 0.27
H -5.7056 -1.5664 2.0267 0.15 -0.05 -0.09 0.30
N -1.1014 0.1532 6.3695 -0.31 0.25 2.70 -0.47
C -0.9737 0.0844 5.0219 0.35 0.18 -1.63 1.06
C -1.6030 -0.9458 4.2869 -0.05 -0.26 -1.19 -0.95
C -1.4415 -0.9900 2.9151 -0.60 -0.61 1.52 -0.53
N -0.7083 -0.0646 2.2467 0.38 -0.47 -1.47 -0.18
C -0.1719 0.9765 2.9245 0.57 0.94 1.51 -0.67
C -0.2610 1.0727 4.3010 -0.11 -0.19 -0.81 -0.71
H -1.5974 -0.5560 6.8846 0.21 0.20 -0.16 0.14
H -0.6254 0.8626 6.9049 -0.14 -0.29 -0.19 0.14
H -2.2300 -1.6893 4.7832 0.17 0.11 -0.12 0.24
H -1.8907 -1.7905 2.3242 0.10 0.25 0.16 0.40
H 0.3235 1.7518 2.3416 -0.12 -0.22 0.10 0.40
H 0.1772 1.9255 4.8155 -0.03 -0.05 -0.08 0.24
```
Forces are in eV/Å.

As for the charge: -1. For the energy above the lowest of the compared OMol25 structures with the same formula, charge and spin, the calculation gives 23.98 kcal per mole.

This record from the Open Molecules 2025 dataset describes a structure of composition C16H13N2O6Tl. The level of theory is ωB97M-V/def2-TZVPD.

Geometry as XYZ:
```
38
Properties=species:S:1:pos:R:3:forces:R:3:mulliken_charge:R:1
O 0.7134 -7.8819 0.1042 0.07 2.69 -0.53 -0.12
C 0.7446 -6.7643 -0.1261 -0.06 -2.59 0.49 0.12
Tl 0.4987 -2.9626 -0.9549 -0.02 1.24 0.39 0.82
O -1.9596 -3.4312 2.1137 2.19 -0.31 -2.49 -0.10
C -1.2102 -3.5036 1.2530 -2.19 0.42 2.48 0.15
C 2.3295 -3.0642 -3.0540 2.83 -0.91 -2.81 0.20
O 2.9651 -2.3861 -3.7591 -3.30 -2.27 3.57 -0.03
C -1.6281 -3.5817 -2.7189 -3.28 -0.07 -2.10 0.15
O -2.5838 -3.5860 -3.3476 2.74 -0.02 1.78 -0.09
C 3.0354 -3.2258 0.4945 2.65 0.34 1.81 0.14
O 3.9682 -3.0853 1.1357 -2.33 -0.36 -1.58 -0.08
H 2.0849 -4.1869 -2.7239 0.94 2.44 -1.20 0.49
C -0.7990 2.8422 2.1547 -0.28 0.44 0.47 -1.19
N -0.1213 1.6424 1.6962 -0.20 0.02 0.62 -0.02
N -0.1023 1.2238 0.4030 0.34 -0.81 -0.47 0.42
C 0.4875 -0.0079 0.3447 -0.27 0.33 1.30 0.86
O 0.6886 -0.6121 -0.7603 -0.01 -1.11 -0.19 -0.82
C 0.7585 -0.3788 1.6943 -0.12 -0.18 -0.93 -0.83
C 0.3569 0.6658 2.4941 -0.11 0.35 -0.40 0.42
C 0.3755 0.8041 3.9657 0.15 -0.14 0.73 -1.49
C -0.5272 1.9802 -0.7194 0.27 0.61 -0.57 0.51
C -0.1630 3.3237 -0.8011 -0.12 0.04 -0.23 -0.07
C -0.5398 4.0588 -1.9252 -0.15 -0.34 -0.11 -0.74
C -1.2129 3.4149 -2.9756 -0.04 0.09 0.07 -0.46
C -1.5395 2.0533 -2.9050 0.30 0.45 0.22 -0.71
C -1.1852 1.3380 -1.7712 -0.06 0.00 0.35 -0.39
H -1.3183 3.3299 1.3318 0.03 -0.20 0.13 0.62
H -0.0740 3.5521 2.5799 -0.21 -0.25 -0.15 0.34
H -1.5345 2.5722 2.9271 0.26 0.09 -0.28 0.36
H 1.1586 -1.3333 1.9894 0.16 0.09 0.22 0.35
H 0.9956 1.6456 4.3098 -0.14 -0.22 -0.24 0.33
H -0.6265 0.9540 4.3955 0.22 -0.08 -0.26 0.37
H 0.7918 -0.1153 4.3966 -0.13 0.31 -0.05 0.36
H 0.4159 3.7794 0.0049 -0.18 -0.06 -0.35 0.57
H -0.3007 5.1248 -1.9682 -0.07 -0.44 -0.14 0.39
H -1.4881 3.9787 -3.8647 0.05 -0.07 0.22 0.40
H -2.0617 1.5461 -3.7175 0.17 0.28 0.20 0.38
H -1.3934 0.2770 -1.6959 -0.11 0.18 0.01 0.37
```
Forces are in eV/Å.

As for the charge: +2. For the energy above the lowest of the compared OMol25 structures with the same formula, charge and spin, the calculation gives 3.49 kcal per mole.

This record from the Open Molecules 2025 dataset describes a structure of composition C20H26BFN3NbO10PS. The level of theory is ωB97M-V/def2-TZVPD.

Geometry as XYZ:
```
64
Properties=species:S:1:pos:R:3:forces:R:3:mulliken_charge:R:1
C 2.3010 -0.2043 2.0627 0.00 0.42 0.05 -0.82
P 0.9312 1.0678 1.6934 -0.63 -0.94 -1.06 0.00
C 1.4585 1.9377 0.0874 0.60 -0.82 0.38 -0.46
Nb -1.1065 -0.3609 1.0970 3.12 0.41 0.96 -0.85
B -2.6221 1.3228 1.5339 -2.45 1.33 0.58 0.97
O -2.8779 1.7602 2.8798 0.67 -0.67 -1.26 -0.60
O -3.3527 2.0385 0.5211 0.67 -0.72 0.98 -0.54
S -3.0016 -2.0084 0.5140 2.91 -3.13 -0.60 0.87
O -2.7303 -2.4700 -0.8852 -1.65 1.42 1.62 -0.67
O -2.7719 -3.1793 1.4187 -1.66 2.23 -0.77 -0.58
F -4.5323 -1.3776 0.7309 0.38 -0.99 -0.44 -0.28
H 3.3168 0.2073 1.8660 -1.19 -0.17 0.01 0.37
H 2.0633 -1.0782 1.4409 0.48 0.35 0.18 0.07
H 2.2760 -0.5275 3.1194 -0.16 0.29 -0.43 0.42
H 0.6630 1.8683 -0.6684 0.37 0.09 0.37 0.30
H 2.3696 1.4108 -0.2651 -0.54 0.22 -0.03 0.37
H 1.7346 2.9723 0.2686 -0.12 -0.20 0.08 -0.13
H -1.1995 -0.7944 2.8809 0.04 0.40 0.32 0.01
H 0.0045 -1.7988 0.7485 -0.58 -0.74 -0.21 0.08
H -1.0433 0.2225 -0.6264 -0.04 0.82 -0.18 0.01
H -3.7823 1.5420 3.1125 -0.36 0.24 0.07 0.28
H -2.8002 2.7895 0.2893 -0.05 0.30 -0.30 0.27
C 5.0676 -5.2237 -0.0520 0.01 0.04 0.02 -0.36
C 6.3314 -4.6830 -0.2616 -0.18 0.04 0.08 -0.42
C 6.6225 -3.4028 0.1859 0.15 -0.04 -0.06 -0.38
C 5.6394 -2.6780 0.8455 -0.16 -0.67 -0.23 0.13
C 4.3726 -3.2047 1.0545 -0.14 0.03 0.09 -0.11
C 4.0887 -4.4847 0.6010 0.19 -0.05 -0.07 -0.62
N 5.9446 -1.3374 1.3401 0.03 0.12 0.05 1.00
O 7.0528 -0.8901 1.1265 0.21 0.04 -0.09 -0.62
O 5.0688 -0.7501 1.9383 0.43 -0.16 0.12 -0.63
H 4.8452 -6.2256 -0.3986 0.00 0.04 0.00 0.37
H 7.0906 -5.2612 -0.7722 0.00 0.04 0.01 0.36
H 7.6064 -2.9874 0.0195 -0.09 0.14 0.10 0.43
H 3.6071 -2.6354 1.5640 0.14 0.10 -0.01 0.38
H 3.1051 -4.9066 0.7594 0.00 0.07 0.00 0.42
C 3.3551 9.0011 0.7812 -0.01 -0.02 0.00 -0.39
C 3.6925 8.2980 -0.3690 -0.12 0.00 0.17 -0.44
C 3.0557 7.1010 -0.6638 0.09 0.02 -0.12 -0.32
C 2.0808 6.6229 0.1998 0.38 0.60 0.16 0.00
C 1.7406 7.3122 1.3546 -0.09 0.04 0.14 -0.25
C 2.3839 8.5072 1.6437 0.11 -0.03 -0.19 -0.47
N 1.3899 5.3742 -0.1184 -0.09 -0.13 -0.21 0.98
O 1.7234 4.7850 -1.1275 0.04 0.22 -0.12 -0.57
O 0.5220 5.0047 0.6405 -0.19 0.03 0.14 -0.55
H 3.8504 9.9380 1.0058 -0.01 -0.03 0.00 0.37
H 4.4504 8.6845 -1.0378 -0.02 -0.04 0.00 0.36
H 3.3224 6.5583 -1.5598 -0.15 -0.12 0.08 0.43
H 0.9838 6.9341 2.0278 0.00 -0.14 -0.14 0.46
H 2.1257 9.0556 2.5400 -0.02 -0.04 -0.01 0.36
C -5.3011 -3.6891 -1.7849 -0.02 -0.04 0.18 0.04
C -5.6107 -3.2239 -3.0580 -0.16 -0.18 0.10 -0.78
C -6.7658 -3.6529 -3.6962 0.08 0.11 -0.11 -0.21
C -7.6071 -4.5471 -3.0460 0.47 0.19 0.25 -0.01
C -7.3059 -5.0248 -1.7771 0.00 -0.09 0.18 -0.24
C -6.1471 -4.5916 -1.1483 -0.10 0.08 -0.30 -0.60
N -8.8359 -4.9835 -3.7039 0.07 0.02 0.02 1.00
O -9.0637 -4.5646 -4.8207 -0.06 0.07 -0.23 -0.62
O -9.5678 -5.7407 -3.0994 -0.16 -0.17 0.11 -0.62
H -4.4015 -3.3414 -1.2835 -0.22 -0.17 -0.31 0.37
H -4.9499 -2.5228 -3.5510 -0.01 -0.01 0.03 0.41
H -6.9988 -3.2861 -4.6860 -0.15 -0.11 0.04 0.43
H -7.9593 -5.7239 -1.2740 -0.10 0.04 -0.16 0.43
H -5.9023 -4.9538 -0.1582 -0.01 0.02 -0.02 0.41
```
Forces are in eV/Å.

As for the charge: -1. The calculation puts the total energy at -71163.3772 eV.

The highest charge belongs to which entry?
C16H13N2O6Tl

The highest charge belongs to which entry?
C16H13N2O6Tl